Entry from the OMol25 dataset: a molecular structure, C42H40AsIrN6OPS at a distorted geometry (ωB97M-V/def2-TZVPD).

## Properties
Spin multiplicity   2
⟨S²⟩   0.773
Charge   +4
Kohn-Sham gap (spin up / spin down)   6.14 / 3.00 eV

CARTESIAN COORDINATES (ANGSTROEM)
Ir1 -0.24 0.15 -0.44
C1 -0.71 0.90 5.04
N1 -0.56 0.18 3.76
C2 -0.40 -1.17 3.61
C3 -0.30 -1.41 2.28
N2 -0.39 -0.21 1.62
C4 -0.54 0.74 2.54
P1 -0.77 2.51 2.22
C5 -2.05 2.22 0.98
N3 -2.07 1.22 0.10
C6 -3.32 1.18 -0.45
C7 -4.06 2.18 0.10
N4 -3.25 2.82 1.00
C8 -3.65 3.97 1.82
C9 0.67 2.62 1.13
N5 1.01 1.73 0.20
C10 2.30 1.99 -0.17
C11 2.73 3.07 0.53
N6 1.70 3.45 1.34
C12 1.72 4.61 2.25
H1 -0.68 0.18 5.85
H2 -1.66 1.42 5.07
H3 0.10 1.61 5.17
H4 -0.38 -1.86 4.44
H5 -0.17 -2.35 1.77
H6 -3.63 0.44 -1.16
H7 -5.08 2.47 -0.07
H8 -4.63 4.31 1.49
H9 -2.95 4.79 1.70
H10 -3.71 3.70 2.87
H11 2.84 1.38 -0.88
H12 3.68 3.58 0.51
H13 2.74 5.01 2.28
H14 1.43 4.33 3.26
H15 1.06 5.39 1.89
C13 0.48 -1.19 -6.87
C14 0.15 -2.23 -6.01
C15 -0.42 -1.95 -4.76
C16 -0.64 -0.62 -4.37
C17 -0.26 0.42 -5.22
C18 0.29 0.14 -6.47
As1 -1.51 -0.16 -2.69
C19 -2.93 -1.48 -2.63
C20 -4.24 -1.20 -3.00
C21 -5.17 -2.23 -3.00
C22 -4.80 -3.52 -2.64
C23 -3.50 -3.78 -2.21
C24 -2.56 -2.77 -2.22
C25 -2.21 1.57 -3.22
C26 -1.77 2.73 -2.58
C27 -2.26 3.96 -2.97
C28 -3.18 4.05 -4.01
C29 -3.59 2.90 -4.67
C30 -3.09 1.66 -4.29
H16 0.86 -1.41 -7.86
H17 0.31 -3.25 -6.31
H18 -0.72 -2.77 -4.12
H19 -0.41 1.45 -4.92
H20 0.55 0.95 -7.14
H21 -4.55 -0.21 -3.29
H22 -6.19 -2.03 -3.31
H23 -5.51 -4.33 -2.70
H24 -3.22 -4.78 -1.89
H25 -1.55 -2.97 -1.88
H26 -1.04 2.66 -1.78
H27 -1.92 4.87 -2.48
H28 -3.56 5.01 -4.32
H29 -4.29 2.96 -5.50
H30 -3.37 0.77 -4.85
O1 1.41 -0.36 -2.02
S1 2.15 -0.59 -3.31
C31 2.63 0.94 -3.99
C32 3.48 0.93 -5.11
C33 3.85 2.14 -5.67
C34 3.35 3.33 -5.15
C35 2.50 3.33 -4.03
C36 2.10 2.13 -3.48
C37 3.68 -1.42 -2.96
C38 3.61 -2.81 -2.98
C39 4.76 -3.54 -2.73
C40 5.96 -2.87 -2.50
C41 6.01 -1.48 -2.48
C42 4.87 -0.73 -2.74
H31 3.87 0.00 -5.51
H32 4.51 2.16 -6.53
H33 3.61 4.27 -5.62
H34 2.14 4.26 -3.62
H35 1.40 2.10 -2.65
H36 2.68 -3.32 -3.19
H37 4.72 -4.62 -2.76
H38 6.87 -3.44 -2.36
H39 6.94 -0.97 -2.27
H40 4.93 0.35 -2.75

***

Entry from the OMol25 dataset: a molecular structure, C42H41BeNO2P2S2 at a distorted geometry (ωB97M-V/def2-TZVPD).

## Properties
Spin multiplicity   1
Charge   0
Kohn-Sham gap   6.68 eV

CARTESIAN COORDINATES (ANGSTROEM)
Be1 1.66 -0.57 2.66
C1 -2.76 0.61 5.18
C2 -3.31 0.42 3.97
C3 -3.77 1.22 2.78
C4 -2.67 2.03 2.05
C5 -2.08 3.16 2.85
C6 -1.82 3.21 4.17
C7 -2.90 3.11 5.27
C8 -2.54 1.84 6.03
C9 3.11 -0.91 1.79
H1 -2.42 -0.31 5.69
H2 -3.28 -0.66 3.69
H3 -4.64 1.85 2.97
H4 -4.13 0.42 2.12
H5 -1.91 1.30 1.72
H6 -3.09 2.46 1.13
H7 -1.84 4.02 2.19
H8 -0.90 3.64 4.60
H9 -3.92 3.06 4.86
H10 -2.98 4.00 5.90
H11 -1.45 1.87 6.25
H12 -3.03 1.80 7.03
H13 4.05 -0.75 2.35
H14 3.17 -0.36 0.85
H15 3.11 -1.99 1.54
P1 0.28 -2.15 -3.21
P2 2.27 0.41 -3.72
C10 -0.34 -0.55 -3.80
C11 0.52 0.41 -4.24
C12 -0.38 -3.19 -4.62
C13 -1.41 -2.79 -5.48
C14 -1.83 -3.62 -6.53
C15 -1.19 -4.84 -6.75
C16 -0.12 -5.22 -5.94
C17 0.30 -4.40 -4.89
C18 -0.99 -2.32 -1.88
C19 -0.92 -1.40 -0.81
C20 -1.83 -1.49 0.25
C21 -2.85 -2.45 0.21
C22 -2.92 -3.37 -0.85
C23 -1.97 -3.32 -1.88
C24 2.85 0.94 -5.45
C25 2.55 0.09 -6.54
C26 2.82 0.50 -7.85
C27 3.42 1.75 -8.08
C28 3.77 2.57 -7.00
C29 3.52 2.15 -5.69
C30 2.32 2.02 -2.84
C31 3.48 2.30 -2.08
C32 3.61 3.52 -1.43
C33 2.59 4.48 -1.50
C34 1.43 4.19 -2.22
C35 1.28 2.96 -2.87
H16 -1.43 -0.40 -3.81
H17 0.20 1.22 -4.93
H18 -1.90 -1.82 -5.35
H19 -2.66 -3.30 -7.16
H20 -1.54 -5.49 -7.57
H21 0.38 -6.17 -6.13
H22 1.16 -4.70 -4.28
H23 -0.15 -0.62 -0.83
H24 -1.74 -0.81 1.10
H25 -3.58 -2.49 1.02
H26 -3.71 -4.12 -0.88
H27 -2.00 -4.04 -2.70
H28 2.08 -0.87 -6.36
H29 2.57 -0.16 -8.69
H30 3.64 2.05 -9.10
H31 4.25 3.53 -7.19
H32 3.82 2.79 -4.87
H33 4.28 1.56 -2.02
H34 4.52 3.75 -0.85
H35 2.68 5.43 -0.98
H36 0.62 4.92 -2.29
H37 0.36 2.74 -3.42
O1 1.61 1.72 5.35
S1 2.13 0.39 5.55
O2 3.53 0.08 5.70
N1 1.51 -0.59 4.27
C36 0.95 -1.75 4.70
S2 0.48 -2.67 3.39
C37 0.67 -1.72 6.13
C38 -0.27 -2.45 6.91
C39 -0.97 -1.83 7.98
C40 -0.59 -0.54 8.40
C41 0.55 0.05 7.82
C42 1.10 -0.49 6.68
H38 -0.47 -3.49 6.66
H39 -1.80 -2.35 8.51
H40 -1.19 0.04 9.12
H41 0.96 1.00 8.17

***

Entry from the OMol25 dataset: a molecular structure, C42H41GeN4O2PtSe at a distorted geometry (ωB97M-V/def2-TZVPD).

## Properties
Spin multiplicity   1
Charge   +1
Kohn-Sham gap   5.12 eV

CARTESIAN COORDINATES (ANGSTROEM)
Pt1 0.89 0.49 0.21
C1 1.07 -1.21 -3.70
C2 0.14 -0.04 -3.65
C3 -0.98 0.03 -4.47
C4 -1.85 1.15 -4.49
C5 -1.58 2.24 -3.71
C6 -0.44 2.24 -2.84
C7 0.00 3.51 -2.13
C8 0.40 1.04 -2.79
N1 1.41 1.06 -1.85
C9 2.74 1.01 -2.13
O1 3.24 1.20 -3.23
C10 3.59 0.75 -0.93
C11 4.96 0.71 -1.00
C12 5.67 0.41 0.16
C13 4.97 0.19 1.34
C14 3.59 0.26 1.31
N2 2.95 0.53 0.20
C15 2.77 0.10 2.53
O2 3.29 -0.11 3.61
N3 1.42 0.12 2.32
C16 0.42 0.28 3.29
C17 0.40 1.43 4.11
C18 1.54 2.41 4.09
C19 -0.69 1.62 4.95
C20 -1.73 0.71 5.00
C21 -1.66 -0.46 4.25
C22 -0.59 -0.70 3.40
C23 -0.46 -2.00 2.67
H1 0.65 -2.02 -4.31
H2 1.28 -1.58 -2.70
H3 2.02 -0.90 -4.15
H4 -1.19 -0.81 -5.13
H5 -2.71 1.14 -5.15
H6 -2.20 3.13 -3.79
H7 -0.78 4.27 -2.17
H8 0.90 3.91 -2.61
H9 0.26 3.33 -1.10
H10 5.43 0.90 -1.95
H11 6.75 0.36 0.15
H12 5.45 -0.06 2.28
H13 1.81 2.69 3.08
H14 2.42 1.96 4.55
H15 1.29 3.31 4.65
H16 -0.71 2.50 5.59
H17 -2.58 0.89 5.64
H18 -2.44 -1.20 4.34
H19 -1.25 -2.69 2.97
H20 0.51 -2.45 2.89
H21 -0.50 -1.86 1.59
Se1 1.89 5.20 1.10
C24 1.31 3.56 0.86
N4 0.88 2.48 0.68
Ge1 -1.68 1.32 -1.11
C25 -2.52 2.33 0.29
C26 -3.52 3.23 -0.09
C27 -4.11 4.02 0.88
C28 -3.69 3.93 2.20
C29 -2.68 3.04 2.56
C30 -2.07 2.25 1.60
C31 -2.59 -0.31 -1.62
C32 -2.18 -1.52 -1.07
C33 -2.86 -2.68 -1.41
C34 -3.91 -2.64 -2.32
C35 -4.30 -1.43 -2.88
C36 -3.63 -0.26 -2.55
H22 -0.72 0.33 0.35
H23 -3.84 3.31 -1.12
H24 -4.89 4.72 0.60
H25 -4.13 4.57 2.96
H26 -2.35 2.97 3.59
H27 -1.28 1.57 1.89
H28 -1.34 -1.57 -0.38
H29 -2.56 -3.63 -0.98
H30 -4.43 -3.55 -2.59
H31 -5.12 -1.40 -3.59
H32 -3.94 0.67 -2.99
C37 2.51 -4.47 0.51
C38 1.33 -4.09 -0.41
C39 0.05 -4.79 0.07
C40 1.64 -4.49 -1.86
C41 1.14 -2.62 -0.32
C42 0.98 -1.44 -0.20
H33 2.63 -5.56 0.52
H34 2.33 -4.13 1.53
H35 3.43 -4.02 0.15
H36 0.17 -5.87 0.01
H37 -0.80 -4.50 -0.56
H38 -0.18 -4.52 1.10
H39 1.83 -5.57 -1.90
H40 2.52 -3.97 -2.23
H41 0.79 -4.26 -2.51

***

The lowest charge belongs to which entry? C42H41BeNO2P2S2